# 1
Below is a 9-piece molecular cluster, C25H69NO9 overall, with properties calculated with ωB97M-V/def2-TZVPD.

```
104
Properties=species:S:1:pos:R:3:forces:R:3:lowdin_charge:R:1
O 1.16163 -4.83676 0.65569 -0.4 1.2 1.6 -0.054
O -2.57892 3.37966 -1.51987 0.1 -0.5 1.1 -0.170
O -0.95399 -1.62285 -1.77828 -1.2 0.8 -0.2 -0.090
O -3.73082 1.56088 1.83494 -0.3 0.1 -0.4 -0.084
O 0.64514 2.67168 0.56546 0.8 1.9 0.9 -0.044
O 1.09160 1.11948 6.67937 0.0 0.0 0.5 -0.067
O 4.48898 -1.94044 -1.79804 -0.4 0.9 0.8 -0.061
O 0.58159 -0.21461 -0.14951 0.5 1.4 0.5 -0.098
O -3.39044 -0.14449 -0.74907 0.8 0.7 0.4 -0.124
N -3.54721 1.83269 -3.64828 0.4 0.2 0.6 0.042
C 2.21155 -1.00541 6.37313 -0.1 -0.2 0.3 -0.052
C -2.48320 1.62586 3.93584 1.5 1.6 0.5 -0.084
C -2.89781 -2.05692 -3.05981 -1.9 -0.6 -0.2 -0.058
C -0.93911 -3.44355 -3.41435 -0.6 -0.3 0.2 -0.049
C 0.08563 -0.83245 1.00231 0.8 -1.4 1.2 -0.264
C 2.72314 -0.60280 -2.59466 1.2 -0.4 -0.6 -0.053
C -3.22891 0.79942 2.92621 1.2 -0.5 -0.6 -0.312
C 1.26351 -1.02073 2.05756 -2.6 -2.0 -0.7 -0.034
C 2.31342 -4.90724 -1.35756 0.3 -1.0 -1.8 -0.065
C 2.90969 1.03414 5.11922 1.4 0.7 -0.4 -0.071
C -5.30776 -1.42406 -0.11610 -0.5 1.8 0.1 -0.058
C 4.38396 0.41173 -0.96930 1.3 -1.1 -1.2 -0.035
C -1.38059 2.11916 -4.81364 -1.2 1.4 -0.7 -0.066
C 3.61107 -0.86131 -1.36694 -0.9 0.2 -0.5 -0.461
C -1.72831 -2.67850 -2.39745 0.4 0.2 1.0 -0.481
C 1.78536 0.32345 5.69889 -1.2 -1.6 1.7 -0.510
C 2.05630 4.70198 0.82033 0.0 -0.5 -0.9 -0.037
C 1.86605 3.30645 0.14049 -0.2 1.2 0.2 -0.455
C -1.81154 3.41535 -2.65708 -1.2 0.2 -2.7 -0.245
C -2.27891 4.47688 -0.71184 -1.5 0.5 1.0 -0.104
C 3.50987 -4.64238 0.82650 1.0 -0.7 1.9 -0.054
C -2.06091 2.15883 -3.48996 -2.8 -1.2 1.6 -0.411
C 1.81108 3.44432 -1.36984 0.4 0.8 -0.7 -0.069
C -4.79722 -0.13377 -0.78022 -0.8 -0.6 0.2 -0.316
C 2.37316 -5.27077 0.08832 -0.8 -0.9 -0.4 -0.534
H 5.11308 0.16665 -0.18158 -0.3 0.3 -0.1 0.081
H 3.36834 -0.33660 -3.46111 -0.1 0.0 0.6 0.093
H 1.61656 -5.57395 -1.93401 0.4 0.5 0.6 0.093
H 2.34004 -6.35698 0.23621 0.8 -0.1 -0.2 0.138
H 0.90770 -1.47528 3.00650 0.0 0.1 -0.6 0.078
H 4.66885 -2.40248 -0.98015 0.4 -0.5 0.1 0.057
H 3.57554 -3.57067 0.69655 -0.1 0.4 -0.3 0.050
H -2.03205 -3.42113 -1.63394 -0.1 0.5 0.1 0.141
H 2.88315 -0.84503 7.24718 -0.4 0.2 -0.6 0.093
H 0.43211 0.55416 7.13084 0.6 0.4 -0.5 0.092
H -3.43730 -1.34365 -2.42147 0.6 -0.1 -0.6 0.050
H -2.93852 2.62248 4.05082 -0.4 -0.4 0.2 0.079
H 1.15286 5.28686 0.90649 -0.7 -0.1 -0.2 0.066
H 1.32106 -1.52245 6.74977 0.0 0.1 0.1 0.070
H -1.76021 1.29229 -2.85935 0.4 0.5 -0.4 0.133
H -0.77809 -0.26867 1.33569 0.1 0.4 0.6 0.082
H -0.32664 -1.82866 0.74725 0.3 0.3 0.1 0.115
H -1.50396 1.13801 -5.21751 0.0 -0.5 -0.5 0.066
H 1.03316 0.18836 4.94770 -0.3 -0.8 -0.8 0.108
H 3.60938 1.36016 5.86258 0.5 0.0 0.7 0.082
H -1.51779 -4.34752 -3.68383 0.4 0.5 -0.2 0.105
H -3.20982 2.34692 1.65007 0.3 0.0 0.2 0.075
H -3.63252 -2.84340 -3.24516 -0.1 -0.2 -0.1 0.092
H 3.45776 0.38795 4.42606 -0.2 0.2 -0.1 0.093
H -1.78130 2.90142 -5.55882 0.6 -1.1 1.2 0.115
H 1.68920 -0.12074 2.30696 1.0 2.4 0.4 0.022
H 2.73533 5.33489 0.22538 0.0 -0.4 0.2 0.082
H -1.49205 1.92161 3.53634 -0.2 -0.4 0.0 0.077
H -5.25280 0.77168 -0.30971 0.6 -0.6 -0.3 0.125
H 0.01195 -3.71802 -3.05864 1.2 -0.7 0.8 0.041
H -0.36388 2.29374 -4.59085 1.5 0.3 -0.3 0.058
H 2.22686 -1.51470 -2.94111 -0.3 0.2 0.4 0.075
H -5.05824 -0.15428 -1.83822 -0.3 0.2 -0.1 0.098
H 0.55311 -0.86146 -0.82991 -0.2 -0.8 -1.3 0.025
H -4.95115 -2.26492 -0.65541 0.4 -0.9 -0.3 0.054
H 1.92353 -3.90052 -1.42931 0.2 0.4 -0.2 0.067
H -4.04161 2.54255 -4.18641 0.2 0.0 0.1 0.060
H 4.97671 0.62116 -1.88607 -0.1 0.2 0.6 0.090
H -0.73406 -2.78879 -4.22637 -0.1 0.3 -1.2 0.073
H 0.39618 -5.13084 0.17193 -0.1 -0.3 -0.5 0.081
H -1.23058 4.66392 -0.62771 0.9 -0.1 0.1 0.062
H -0.76450 3.51652 -2.48612 0.9 0.1 0.5 0.085
H -2.69949 4.31836 0.31265 0.3 0.0 -0.8 0.098
H 0.60370 1.90589 0.02815 -0.4 -1.8 -0.7 0.018
H 3.35951 -4.78825 1.94497 0.2 0.1 -1.3 0.105
H 2.43578 4.62280 1.81856 0.4 -0.2 0.6 0.059
H -2.56810 -0.00034 2.50543 -0.4 0.4 0.5 0.102
H 1.47694 2.50078 -1.80468 0.4 -0.1 -0.2 0.063
H 3.00212 -1.19696 -0.50028 0.2 0.0 -0.5 0.111
H 3.81364 1.30304 -0.73296 -0.4 -0.2 0.1 0.046
H -2.13530 4.28713 -3.28887 0.3 -0.3 0.3 0.145
H 3.28186 -5.01141 -1.88938 -0.4 0.3 0.4 0.094
H 2.70536 -1.75100 5.73552 -0.1 0.5 -0.2 0.075
H 2.01929 -1.67569 1.62728 0.0 -0.1 0.0 0.052
H 2.74786 3.84095 -1.86966 -0.9 -0.8 0.7 0.108
H -5.00735 -1.42605 0.92806 0.1 -0.2 0.1 0.072
H -2.64553 -1.69672 -4.05430 0.1 0.6 0.1 0.090
H 2.06182 0.22945 -2.45969 -0.6 0.3 0.2 0.051
H 2.61399 1.94153 4.63934 -0.4 0.5 -0.7 0.076
H 4.49771 -5.10818 0.56680 -0.9 0.4 0.1 0.101
H -3.11045 0.35586 0.02384 0.0 0.2 0.2 0.067
H 1.02757 4.16503 -1.61691 0.0 0.1 0.0 0.060
H -4.08260 0.32646 3.33974 -0.8 -0.5 0.5 0.099
H -6.38939 -1.39897 -0.15430 -0.4 -0.2 0.1 0.072
H -4.04559 1.74896 -2.73172 1.0 0.3 -1.0 0.060
H -2.25119 1.26649 4.96851 -0.6 -0.3 -1.0 0.087
H 2.71661 2.68302 0.40768 0.1 -0.1 0.2 0.109
H -1.61639 -0.87688 -1.58529 1.3 -1.5 -0.2 0.094
H -2.75482 5.37120 -1.13248 0.0 0.1 0.1 0.093
```
Positions in Å, forces in eV/Å.

Results
Largest force on an atom   3.4 eV/A
HOMO   -0.3297 Ha
SMILES   COC[C@H](C)N.CC(C)O.CC(C)O.CC(C)O.CC(C)O.CC(C)O.CCO.CCO.CCO
Gap between HOMO and LUMO   9.6 eV

# 2
Below is C3H3O3Tm as an isolated structure, with properties calculated with ωB97M-V/def2-TZVPD.

```
10
Properties=species:S:1:pos:R:3:forces:R:3:mulliken_spin:R:1
Tm 0.13813 -2.66921 -1.88368 -0.1 0.5 0.4 1.919
O -0.46500 -2.30580 1.25785 0.0 0.6 -0.3 -0.039
O 0.46284 -0.25640 1.40255 2.1 1.6 -2.1 0.001
O -1.54741 -0.54053 2.13019 -0.6 -1.1 0.1 0.004
C 0.01456 2.72729 -2.73027 -0.5 0.0 0.1 0.069
C -0.49473 -1.13259 1.56369 -1.8 -0.3 0.2 0.026
C 0.98109 2.06252 -2.32649 0.6 -1.3 0.2 0.025
H -1.34304 0.38942 2.28788 0.1 0.0 0.0 -0.002
H 0.37874 0.26575 0.54058 0.2 -0.6 1.3 0.001
H 1.87483 1.45955 -2.24230 -0.2 0.5 0.1 -0.004
```
Positions in Å, forces in eV/Å.

Results
Largest force on an atom   3.4 eV/A
HOMO (alpha / beta)   -0.2631 / -0.2577 Ha
Spin multiplicity   3
Gap between HOMO and LUMO (alpha / beta)   6.1 / 4.2 eV

# 3
Below is a 2-piece molecular cluster, C6H8F3N overall, with properties calculated with ωB97M-V/def2-TZVPD.

```
18
Properties=species:S:1:pos:R:3:forces:R:3:nbo_charge:R:1
F 1.64154 -1.30489 0.97726 -0.8 -1.1 0.7 -0.326
F 2.86146 0.24127 0.32372 0.8 0.7 -0.5 -0.342
F 1.75602 -0.94142 -1.14802 0.2 -0.1 0.1 -0.344
N -2.39533 -0.17274 0.93770 3.4 -0.6 -2.9 -0.635
C 0.44765 1.94715 0.75258 0.6 -1.9 -2.1 -0.456
C -1.14374 -1.93593 -0.44693 1.3 -3.7 -2.5 -0.799
C 0.55468 0.62852 0.08808 -2.1 -2.2 -0.3 -0.164
C -1.63726 -0.78739 0.16124 0.5 5.0 2.9 0.497
C 0.52025 1.78961 -0.78705 -5.0 -0.5 2.3 -0.432
C 1.67500 -0.34269 0.07130 -0.2 1.3 -0.3 0.925
H -0.43321 2.08099 -1.25320 0.7 -0.4 -0.3 0.216
H 1.40500 2.21751 1.08122 0.6 1.1 1.6 0.225
H 1.37616 2.01819 -1.21032 3.9 1.5 -2.3 0.202
H -0.53036 2.06457 1.14667 -0.4 0.8 0.8 0.240
H -1.86629 -2.75991 -0.27058 0.6 -0.2 0.3 0.228
H -3.16568 -0.54705 1.40282 -1.8 -1.1 0.7 0.374
H -0.04427 -2.18201 -0.25661 -1.8 0.2 0.8 0.304
H -1.02162 -2.01377 -1.56987 -0.7 1.2 0.9 0.287
```
Positions in Å, forces in eV/Å.

Results
Largest force on an atom   5.8 eV/A
HOMO (alpha / beta)   -0.2954 / -0.2740 Ha
Gap between HOMO and LUMO (alpha / beta)   8.3 / 7.5 eV
Relative energy (zero: lowest compared OMol25 entry of this formula, charge and spin)   35.7 kcal per mole

# 4
Below is a 2-piece molecular cluster, C4H7N3 overall, with properties calculated with ωB97M-V/def2-TZVPD.

```
14
Properties=species:S:1:pos:R:3:forces:R:3:nbo_charge:R:1
N 0.76115 -0.85158 -0.70232 0.1 0.0 -0.2 -0.881
N -1.03163 0.62089 -0.77142 0.2 0.0 -0.1 -0.898
N 0.43562 0.17883 -3.94587 -0.4 -0.1 1.2 -0.329
C 0.54588 0.29348 2.02439 0.1 -0.1 0.2 -0.541
C 0.17160 0.08080 -2.82157 0.2 0.1 -0.9 0.213
C -0.05943 -0.06610 -1.36139 0.1 0.0 0.2 0.315
C -0.58275 -0.43729 1.75108 0.0 0.1 0.0 -0.106
H -0.51118 -1.24968 1.02890 0.0 0.2 0.0 0.299
H -1.59843 1.11103 -1.46487 0.2 0.0 0.4 0.359
H 1.46926 -1.23471 -1.31502 0.0 0.0 -0.1 0.352
H 1.48929 -0.03900 1.59474 -0.2 0.1 0.0 0.289
H -0.08770 0.69786 0.99531 -0.4 -0.1 -0.4 0.452
H 0.53546 1.06160 2.79323 -0.1 0.0 -0.2 0.245
H -1.53713 -0.16613 2.19481 0.1 0.0 -0.1 0.232
```
Positions in Å, forces in eV/Å.

Results
Largest force on an atom   1.2 eV/A
HOMO   -0.2952 Ha
Gap between HOMO and LUMO   7.2 eV
Relative energy (zero: lowest compared OMol25 entry of this formula, charge and spin)   99.8 kcal per mole

# 5
Below is a 2-piece molecular cluster, C16H27N2O2 overall, with properties calculated with ωB97M-V/def2-TZVPD.

```
47
Properties=species:S:1:pos:R:3:forces:R:3:nbo_charge:R:1
O 0.25856 -3.64471 -2.15821 0.3 -0.1 -0.4 -0.726
O -2.44355 -3.52693 -0.20108 -0.6 -0.1 0.1 -0.723
N -0.10773 -1.98211 -0.09647 0.0 0.0 -0.4 -0.643
N 0.67956 1.27247 0.87630 -1.6 -0.8 0.1 -0.325
C 0.71686 2.72607 0.59220 0.4 0.5 -0.5 -0.231
C -1.05947 1.36851 -1.60660 -0.3 -0.1 0.6 -0.124
C -3.74561 1.28721 -0.79101 0.0 0.2 -0.1 -0.194
C 3.03097 1.31258 1.70078 0.2 -0.2 -0.3 -0.413
C 1.35439 -2.75940 -1.92844 0.0 -0.2 -0.3 -0.079
C 1.59447 0.86141 1.95311 0.2 0.0 0.6 -0.224
C -2.76334 0.75190 0.03856 0.7 0.1 -0.1 -0.161
C -0.57519 -2.80433 1.01418 0.1 0.2 -0.4 -0.236
C -0.38024 0.50632 0.62853 1.0 0.7 1.2 0.335
C -2.08457 -2.83542 0.98760 0.0 -0.5 0.0 -0.074
C -2.05106 1.91267 -2.41853 0.0 0.0 0.1 -0.225
C 1.26900 -2.24493 -0.50331 0.0 0.1 0.4 -0.234
C -1.39761 0.86274 -0.32127 -0.9 0.3 -1.3 -0.192
C -3.38383 1.93371 -1.98065 0.1 -0.3 0.1 -0.157
C 2.12361 3.16237 0.20046 0.0 0.0 -0.2 -0.412
C 3.15967 2.76824 1.24573 0.0 0.1 0.3 -0.405
H 0.41971 3.26022 1.51418 0.0 -0.4 -0.2 0.216
H -0.17738 -3.83200 0.94828 -0.2 0.3 0.1 0.213
H -3.01226 0.28389 0.99508 -0.1 0.2 -0.3 0.225
H -2.43828 -3.37808 1.87401 -0.1 0.3 -0.1 0.186
H -1.78219 2.33408 -3.39064 -0.1 -0.1 0.4 0.238
H -4.14521 2.43607 -2.58133 0.2 -0.3 0.1 0.237
H 4.16104 2.92679 0.83642 -0.1 0.0 0.2 0.235
H -0.55878 -0.29341 1.35153 0.1 0.3 -0.4 0.235
H 2.29767 -3.31061 -2.05969 -0.1 0.5 -0.1 0.186
H 1.55477 -0.23006 2.04712 -0.1 0.3 -0.1 0.225
H -3.38659 -3.75640 -0.16042 0.5 0.1 -0.1 0.482
H 1.24015 1.29839 2.90404 -0.1 -0.1 -0.4 0.213
H -0.73399 -2.08566 -0.89740 0.2 -0.3 0.3 0.407
H 2.12395 4.24995 0.06986 0.0 -0.2 0.0 0.237
H 3.58838 1.17115 2.63399 -0.1 -0.1 -0.2 0.238
H 1.74155 -2.95737 0.19139 -0.2 0.2 -0.2 0.199
H 1.80697 -1.28955 -0.43062 0.4 -0.2 -0.1 0.176
H -0.21040 -2.34107 1.94047 -0.1 -0.2 0.2 0.175
H -4.79747 1.21654 -0.50074 0.4 0.1 -0.1 0.237
H -2.48511 -1.81060 0.94561 0.0 -0.2 0.3 0.150
H 3.48993 0.65168 0.95419 -0.1 0.1 0.1 0.212
H -0.01718 1.32918 -1.93206 -0.3 0.1 0.1 0.216
H 0.38749 -4.05982 -3.02910 -0.1 0.2 0.5 0.484
H 0.00945 2.99929 -0.19702 0.1 -0.3 0.4 0.244
H 2.38549 2.72734 -0.77218 -0.1 0.0 0.1 0.209
H 3.05264 3.42318 2.11830 0.0 0.0 -0.1 0.209
H 1.29075 -1.89149 -2.60516 0.2 -0.3 -0.1 0.158
```
Positions in Å, forces in eV/Å.

Results
Charge   +1
Largest force on an atom   1.8 eV/A
HOMO   -0.4358 Ha
Gap between HOMO and LUMO   8.0 eV
Relative energy (zero: lowest compared OMol25 entry of this formula, charge and spin)   41.3 kcal per mole

# 6
Below is one molecule with the formula CH2N2O2, with properties calculated with ωB97M-V/def2-TZVPD.

```
7
Properties=species:S:1:pos:R:3:forces:R:3:nbo_charge:R:1
O 1.93042 0.23181 0.45242 2.0 0.8 0.9 -0.517
O -0.92844 1.12287 0.15652 -1.2 0.4 -0.8 -0.545
N 0.06939 -1.17197 -0.18555 0.7 -2.3 1.7 -0.531
N -0.20792 0.25948 -0.66324 -1.4 1.1 -0.7 -0.031
C 0.94031 -0.14661 -0.02600 -0.9 -1.2 -0.5 0.738
H -0.14810 -1.73205 0.72016 -0.3 1.7 -1.7 0.398
H -1.65565 1.43648 -0.45431 1.1 -0.5 1.0 0.488
```
Positions in Å, forces in eV/Å.

Results
Largest force on an atom   2.9 eV/A
HOMO   -0.3697 Ha
SMILES   O=C1NN1O
Gap between HOMO and LUMO   10.7 eV
Relative energy (zero: lowest compared OMol25 entry of this formula, charge and spin)   115.3 kcal per mole